1.
A molecular structure, C4H9NO. Source: OMol25; level of theory: the ωB97M-V functional and the def2-TZVPD basis.

Properties
Energy above the lowest of the compared OMol25 structures with the same formula, charge and spin in kJ/mol: 584.1
Energy in Eh: -287.609982
Net charge: 0

Last column: Mulliken charge in e.
Positions of all 15 atoms, in Å:
C (2.0801, -0.7604, -0.2032)  -0.86
N (0.8652, 0.0272, -0.3410)  0.07
C (0.6708, 0.9051, 0.7756)  -1.23
C (-0.3198, -0.5100, -0.9317)  -0.26
C (-1.5872, -0.3159, -0.3214)  -0.30
O (-2.1497, 0.4975, 0.6768)  -0.46
H (2.8532, -0.1497, 0.2501)  0.28
H (1.9015, -1.6376, 0.4962)  0.29
H (2.3257, -1.1804, -1.1745)  0.31
H (0.5318, 0.3248, 1.7211)  0.46
H (-0.1565, 1.6204, 0.6361)  0.39
H (1.5686, 1.5278, 0.9586)  0.30
H (-0.3820, -0.2476, -1.9770)  0.27
H (-1.2997, -0.2822, 0.9231)  0.37
H (-2.3918, -0.6159, -1.0011)  0.37



2.
2 unconnected molecules or ions with the total composition C8H12N4. Source: OMol25; level of theory: the ωB97M-V functional and the def2-TZVPD basis.

Properties
Energy above the lowest of the compared OMol25 structures with the same formula, charge and spin in kJ/mol: 92.7
2S+1: 2
Energy in Eh: -530.732669
Net charge: +1

Last column: Mulliken charge in e.
Positions of all 24 atoms, in Å:
C (0.1358, -1.7201, -1.7394)  -1.06
C (0.0483, -2.3099, 0.8114)  -0.29
C (-0.4823, -2.0341, -0.4103)  0.34
C (-2.1840, -2.6456, 0.7814)  -0.16
N (-1.0548, -2.7688, 1.5594)  -0.14
N (-1.8588, -2.1367, -0.3782)  -0.57
H (1.0220, -2.2049, 1.2449)  0.46
H (-0.7907, -3.4309, 2.2745)  0.25
H (-0.3729, -0.8154, -2.0749)  0.34
H (-0.0069, -2.5442, -2.4119)  0.34
H (-3.1602, -2.7320, 1.2616)  0.38
H (1.2149, -1.4946, -1.7936)  0.27
C (2.9405, 2.0507, -0.0290)  -1.07
C (1.5271, 2.1844, -0.3069)  0.57
C (0.5156, 1.1897, -0.1064)  0.01
C (-0.3690, 3.2262, -0.0314)  -0.14
N (0.9012, 3.4271, -0.1243)  -0.40
N (-0.6437, 1.8017, -0.0204)  -0.01
H (3.6508, 2.1905, -0.8576)  0.32
H (3.3233, 1.1521, 0.4853)  0.37
H (0.6943, 0.1320, 0.0292)  0.20
H (-1.0623, 3.9176, 0.4775)  0.35
H (-1.5166, 1.2906, -0.0195)  0.30
H (3.1615, 2.8095, 0.7898)  0.33



3.
A single C8H7N3 molecule. Source: OMol25; level of theory: the ωB97M-V functional and the def2-TZVPD basis.

Properties
Energy above the lowest of the compared OMol25 structures with the same formula, charge and spin in kJ/mol: 131.4
Energy in Eh: -473.279017
SMILES: Nc1ccc2cncnc2c1
Net charge: 0

Last column: Mulliken charge in e.
Positions of all 18 atoms, in Å:
N (3.0049, -0.6913, 0.1732)  -0.45
C (1.6846, -0.2330, -0.0071)  1.12
C (1.4934, 1.1486, 0.0045)  -0.67
C (0.2202, 1.5605, -0.0053)  -0.86
C (-0.8585, 0.5986, -0.1142)  0.86
C (-2.1050, 1.0542, -0.1439)  -0.02
N (-3.1611, 0.3172, 0.2436)  -0.57
C (-2.8506, -1.0038, 0.1200)  -0.07
N (-1.6823, -1.5419, -0.0969)  -0.64
C (-0.5578, -0.8225, -0.2530)  0.26
C (0.7462, -1.2159, -0.2496)  -0.73
H (3.2466, -1.6785, 0.3488)  0.19
H (3.7563, -0.1017, 0.0565)  0.17
H (2.3384, 1.8211, 0.0033)  0.34
H (-0.1847, 2.6298, -0.0160)  0.19
H (-2.3110, 2.2183, -0.2986)  0.23
H (-3.6264, -1.7252, 0.2893)  0.41
H (0.8468, -2.3344, -0.0548)  0.24